[1]
Computed, not measured: one molecule with the formula C2H8N6, with ωB97M-V with the def2-TZVPD basis set.

## Properties
Structure (SMILES)   C=NN/C(=N/N)NN
Molecular weight   116.13 g/mol
Relative energy (zero: lowest compared OMol25 entry of this formula, charge and spin)   6.120 eV

```
16
Properties=species:S:1:pos:R:3:lowdin_charge:R:1
C 3.2637 -0.0188 0.2392 -0.10
N 1.9807 0.3532 0.1935 -0.10
N 1.1009 -0.6015 -0.3759 -0.03
C -0.3731 -0.3046 -0.2417 -0.43
N -0.9379 -1.3523 0.0419 -0.02
N -2.3602 -1.0088 0.4707 -0.04
N -0.7473 1.0166 -0.6213 -0.07
N -1.4977 1.7992 0.2127 -0.03
H 3.6624 -1.0833 -0.1207 0.09
H 3.8158 0.8519 0.9747 0.12
H 1.4999 -1.5124 -0.3667 0.09
H -2.8026 -2.0115 -0.1555 0.17
H -2.5749 -0.3896 -0.3941 0.04
H 0.1645 1.5765 -0.7215 0.14
H -1.3788 1.6084 1.1865 0.07
H -2.4994 1.4548 0.1606 0.09
```

=====

[2]
Computed, not measured: C22H24F5NOP2Sm as an isolated structure, with ωB97M-V with the def2-TZVPD basis set.

## Properties
2S+1   6
Molecular weight   625.74 g/mol
Total charge   +1
Relative energy (zero: lowest compared OMol25 entry of this formula, charge and spin)   0.000 eV
⟨S²⟩   8.7750

```
56
Properties=species:S:1:pos:R:3:lowdin_charge:R:1
C -1.4008 3.5199 -2.1274 -0.01
C -1.2044 2.2024 -1.7190 -0.20
C 0.1166 1.6519 -1.7787 -0.18
C 1.2077 2.4160 -2.3032 -0.14
C 0.9612 3.7641 -2.6677 0.01
C -0.3121 4.3216 -2.5503 -0.03
C 2.4359 1.7839 -2.4696 0.10
C 2.5895 0.4148 -2.2877 -0.14
C 1.4843 -0.3232 -1.7765 -0.17
C 1.5591 -1.7476 -1.6809 -0.20
C 2.7556 -2.3774 -2.0163 0.00
C 3.8733 -1.6372 -2.4208 -0.04
C 3.7877 -0.2682 -2.6094 0.01
H -2.4085 3.9410 -2.0548 0.13
H 1.7887 4.3600 -3.0397 0.12
H -0.5097 5.3613 -2.7957 0.12
H 3.2924 2.4029 -2.7212 0.15
H 2.8223 -3.4634 -1.8749 0.13
H 4.7999 -2.1665 -2.6189 0.12
H 4.6271 0.3154 -2.9580 0.12
N 0.3855 0.3736 -1.2832 -0.09
Sm 0.2401 0.4683 0.9640 1.16
C -2.3807 1.3800 -1.1512 -0.30
H -2.4188 0.3912 -1.6377 0.10
H -3.3372 1.8913 -1.3399 0.10
C 0.3798 -2.5672 -1.1486 -0.30
H -0.5628 -2.2964 -1.6600 0.10
H 0.5428 -3.6407 -1.3387 0.10
P -2.3260 1.0679 0.6617 0.78
P 0.1407 -2.3436 0.6625 0.82
C 1.4500 -3.4023 1.2735 -0.25
H 1.4551 -3.3925 2.3558 0.04
H 1.3574 -4.4285 0.9349 0.06
H 2.4182 -3.0395 0.9654 0.04
C -1.3493 -3.3664 0.9326 -0.24
H -1.2105 -4.4140 0.6365 0.06
H -1.6242 -3.3460 1.9930 0.05
H -2.2047 -2.9689 0.3725 0.05
C -2.5882 2.8113 1.1963 -0.23
H -3.5470 3.1683 0.8186 0.06
H -2.5932 2.8546 2.2898 0.05
H -1.8005 3.4603 0.8049 0.04
C -3.9546 0.3510 0.9755 -0.23
H -4.1122 0.2319 2.0451 0.06
H -4.7427 0.9819 0.5887 0.05
H -4.0458 -0.6207 0.4941 0.05
C 2.2822 -0.1709 2.1309 -0.30
O 3.1081 -0.6185 2.8804 0.03
H 2.3934 1.0314 1.0770 -0.01
F -1.9143 -1.1239 3.0860 -0.07
C -0.8144 -0.2393 3.2405 -0.44
F -1.3981 0.9265 3.7358 -0.04
C -0.0463 -0.8358 4.4559 -0.54
F -0.8393 -1.0794 5.5516 0.12
F 0.4892 -2.0344 4.0799 0.10
F 0.9025 0.0676 4.8265 0.12
```

=====

[3]
Computed, not measured: a 2-piece molecular cluster, C8H10N4O2 overall, with ωB97M-V with the def2-TZVPD basis set.

## Properties
Molecular weight   194.19 g/mol
Relative energy (zero: lowest compared OMol25 entry of this formula, charge and spin)   1.439 eV

```
24
Properties=species:S:1:pos:R:3:lowdin_charge:R:1
C 1.6016 0.8695 -1.3461 -0.23
C 2.3099 0.9802 0.9693 -0.22
C -1.7270 -1.0782 -0.1954 -0.51
C 1.9568 -1.4553 0.0128 -0.35
C -0.2305 2.3578 0.5351 -0.05
C -1.0459 0.1747 -0.5514 -0.06
C -0.0554 0.8232 0.5080 -0.31
C 1.3249 0.5149 0.0140 -0.29
N 1.6193 1.0556 -2.4571 0.21
N 3.2689 1.3300 1.5039 0.18
N -2.7652 -1.4872 -0.9696 0.15
N 1.2661 -2.0844 0.9496 0.18
O -1.5062 -1.8403 0.7371 0.02
O 2.8491 -1.6872 -0.7255 0.14
H -0.2554 2.8227 -0.4207 0.08
H -1.2365 2.4048 0.9198 0.07
H 0.3844 2.8979 1.3865 0.14
H -1.8279 0.8829 -0.5513 0.11
H -0.5377 0.0909 -1.5195 0.13
H -0.3357 0.4397 1.4969 0.15
H -3.1215 -0.9009 -1.7175 0.11
H -3.5158 -2.0833 -0.6147 0.13
H 0.2429 -1.9095 1.0963 0.08
H 1.3370 -3.1186 0.9395 0.14
```

=====

[4]
Computed, not measured: C36H40N7OPdSTe as an isolated structure, with ωB97M-V with the def2-TZVPD basis set.

## Properties
2S+1   2
Molecular weight   852.85 g/mol
Total charge   +2
Relative energy (zero: lowest compared OMol25 entry of this formula, charge and spin)   0.692 eV
⟨S²⟩   0.7540

```
87
Properties=species:S:1:pos:R:3:lowdin_charge:R:1
Pd -1.6726 -1.0022 0.4459 1.02
S -0.7759 0.3002 4.5385 1.09
C -1.4139 1.6633 3.7305 -0.38
C -1.7138 1.4085 2.4222 -0.18
C -1.4114 0.0680 2.0880 -0.31
C -0.8972 -0.6576 3.1216 -0.55
C -0.4215 -2.0333 2.9820 -0.30
C 0.3170 -2.7287 3.9304 -0.01
C 0.7866 -3.9902 3.6113 -0.02
C 0.5130 -4.5252 2.3578 -0.03
C -0.2447 -3.7812 1.4754 -0.09
N -0.7080 -2.5688 1.7868 0.04
H -1.5533 2.5863 4.2720 0.08
H -2.1274 2.1410 1.7448 0.11
H 0.5284 -2.2771 4.8910 0.12
H 1.3719 -4.5515 4.3275 0.12
H 0.8679 -5.5052 2.0738 0.12
H -0.4973 -4.1607 0.4930 0.11
C -5.4744 -1.9640 3.1580 -0.01
N -5.7296 -1.8636 1.7228 -0.13
C -7.0753 -2.1287 1.2174 -0.02
C -4.7015 -1.5814 0.9035 -0.38
N -3.4608 -1.5854 1.2884 0.06
N -5.0434 -1.2980 -0.4126 0.17
C -4.3264 -0.5085 -1.2946 -0.48
N -4.9861 -0.2114 -2.4334 0.19
N -3.1384 -0.1144 -1.0034 0.07
H -6.4235 -1.9553 3.6830 0.10
H -4.8959 -1.1035 3.4975 0.10
H -4.9437 -2.8837 3.4178 0.11
H -7.7131 -2.3876 2.0550 0.10
H -7.0858 -2.9743 0.5261 0.10
H -7.5124 -1.2488 0.7394 0.10
H -3.3513 -1.7979 2.2703 0.06
H -5.9913 -1.5045 -0.6753 0.12
H -5.9430 -0.4729 -2.5924 0.12
H -4.5549 0.3769 -3.1242 0.12
H -2.7311 0.4794 -1.7160 0.08
C 4.3260 6.7615 -2.5881 -0.03
C 3.6089 5.5151 -2.1458 -0.24
C 3.3898 5.2526 -0.8028 0.00
C 2.7134 4.1188 -0.3665 -0.30
C 2.5281 3.9134 1.1229 -0.07
C 2.2763 3.2267 -1.3466 -0.32
Te 1.2346 1.5391 -0.4552 1.96
N 0.0665 -0.4594 -0.3561 -0.20
C 0.4585 -0.7676 -1.5355 -0.59
O 1.2757 0.0832 -2.1091 -0.22
C 0.0834 -1.9910 -2.2942 -0.15
C -1.0625 -2.6925 -1.9412 -0.08
C -1.4820 -3.7945 -2.6617 -0.06
C -0.7235 -4.2156 -3.7479 -0.05
C 0.4344 -3.5340 -4.1008 -0.04
C 0.8368 -2.4166 -3.3833 0.00
C 3.0818 0.7161 0.0979 -0.35
C 4.0781 0.7296 -0.8749 -0.09
C 5.3283 0.2229 -0.5713 -0.05
C 5.5790 -0.2686 0.7038 -0.04
C 4.5779 -0.2748 1.6610 -0.03
C 3.3046 0.2144 1.3773 -0.29
C 2.2254 0.2082 2.4182 -0.06
C 2.4604 3.4492 -2.7149 -0.29
C 1.9697 2.5308 -3.8026 -0.04
C 3.1384 4.6052 -3.0848 0.00
H 4.5786 7.3993 -1.7438 0.08
H 3.7076 7.3317 -3.2819 0.09
H 5.2466 6.5060 -3.1145 0.09
H 3.7511 5.9519 -0.0558 0.13
H 2.3827 4.8710 1.6195 0.09
H 3.4129 3.4391 1.5541 0.10
H 1.6666 3.2880 1.3683 0.01
H -1.6355 -2.3284 -1.0901 0.04
H -2.3888 -4.3186 -2.3898 0.11
H -1.0391 -5.0781 -4.3199 0.12
H 1.0235 -3.8732 -4.9419 0.12
H 1.7306 -1.8718 -3.6549 0.12
H 3.8767 1.1110 -1.8670 0.10
H 6.1050 0.2200 -1.3239 0.12
H 6.5619 -0.6457 0.9541 0.12
H 4.7806 -0.6618 2.6521 0.12
H 2.5100 -0.4063 3.2711 0.09
H 1.3043 -0.1912 1.9934 0.04
H 2.0199 1.2168 2.7888 0.09
H 1.5386 1.6158 -3.4152 0.03
H 2.7852 2.2570 -4.4733 0.10
H 1.2121 3.0333 -4.4067 0.09
H 3.2949 4.8039 -4.1400 0.13
```

=====

[5]
Computed, not measured: one molecule with the formula C4H6O2, with ωB97M-V with the def2-TZVPD basis set.

## Properties
Structure (SMILES)   C[C@@]1(C=O)CO1
Molecular weight   86.09 g/mol
Relative energy (zero: lowest compared OMol25 entry of this formula, charge and spin)   1.932 eV

```
12
Properties=species:S:1:pos:R:3:lowdin_charge:R:1
C 0.1794 0.8590 1.0906 -0.01
C -0.0316 -0.1376 -0.0213 -0.47
C -1.4721 -0.4046 -0.3989 -0.17
O -1.8932 -0.3967 -1.5292 0.08
C 1.0022 -0.4660 -0.9972 -0.07
O 0.6999 -1.3611 0.0719 -0.01
H -0.5397 0.6932 1.9023 0.08
H 1.1879 0.7495 1.5012 0.09
H 0.0539 1.8854 0.7276 0.09
H -2.1296 -0.6362 0.4683 0.14
H 0.7082 -0.8049 -1.9885 0.12
H 1.9734 0.0235 -0.9251 0.12
```

=====

[6]
Computed, not measured: C2H4Cl3NO as an isolated structure, with ωB97M-V with the def2-TZVPD basis set.

## Properties
Molecular weight   164.42 g/mol
Relative energy (zero: lowest compared OMol25 entry of this formula, charge and spin)   2.005 eV

```
11
Properties=species:S:1:pos:R:3:lowdin_charge:R:1
C -1.2349 0.1963 -0.4173 -0.41
C 1.4003 0.1547 0.1969 -1.58
N -0.3374 0.9466 0.3461 0.00
O -1.4893 -1.1496 -0.0050 -0.09
Cl 2.5662 1.1923 0.8610 0.63
Cl 1.6678 0.0703 -1.5830 0.55
Cl 1.4568 -1.4871 0.6704 0.65
H -0.7229 0.1729 -1.3468 0.04
H -2.2509 0.7211 -0.3468 0.16
H -0.4336 0.6564 1.3411 0.09
H -0.6222 -1.4738 0.2835 -0.04
```